# C2H3ClN2O

A single C2H3ClN2O molecule at a distorted geometry (the ωB97M-V functional and the def2-TZVPD basis, the OMol25 dataset).

Summary:
- Calculated total energy: -19669.4778 eV
- Frontier orbital gap: 10.5 eV
- E_LUMO: 0.011 Eh
- Molecular weight: 106.5 g mol⁻¹
- Energy relative to the best compared isomer or geometry (same formula, charge and spin): 71.31 kcal per mole
- E_HOMO: -10.172 eV

Each atom is followed by the atoms it is bonded to, with distances in Å.
Positions of all 9 atoms, in Å:
1 C -1.075 0.023 -0.091  N3 1.410, N4 1.417, O5 1.332, Cl6 1.781
2 C 1.287 -0.009 -0.091  O5 1.433, H7 1.190, H8 1.130, H9 1.217
3 N -1.424 -0.936 0.882  C1 1.410, N4 1.203
4 N -1.998 -1.049 -0.170  C1 1.417, N3 1.203
5 O 0.047 0.018 -0.808  C1 1.332, C2 1.433
6 Cl -1.883 1.600 0.085  C1 1.781
7 H 2.132 0.303 -0.868  C2 1.190
8 H 1.599 -0.944 0.462  C2 1.130
9 H 1.315 0.993 0.599  C2 1.217